10
Properties=species:S:1:pos:R:3:forces:R:3 method="wB97M-V/def2-TZVPD" relative_energy_kcal_mol=18.2 homo_ha="-0.34010 / -0.33927" orbital_gap_ev="7.772 / 7.741" smiles="C=C(Cl)C(=O)Br.O=S" energy_ha=-3698.28401 fmax_ev_per_a=2.83
C -0.312388 0.415105 0.289887 0.6 0.2 0.4
C -0.308283 1.668321 -0.243275 0.3 -2.2 0.7
Cl -1.727879 2.516450 -0.542359 -1.4 0.2 -0.1
C 0.953420 2.357145 -0.609249 0.4 0.2 0.4
O 2.035773 1.888110 -0.550923 0.1 -0.2 -0.1
Br 0.731799 4.221514 -1.092786 0.4 0.3 -0.2
H 0.746875 -0.054562 0.536002 -2.6 0.8 -0.6
H -1.341680 -0.071988 0.561816 2.4 0.8 -0.5
O -1.030428 0.421278 -3.925320 1.0 -1.0 0.2
S -2.028534 1.468594 -4.087566 -1.0 1.1 -0.2